No. 1
Entry from OMol25: a molecular structure, C20H20Br15F5O15 at a distorted geometry (the ωB97M-V functional and the def2-TZVPD basis).

Computed properties:
Highest occupied orbital energy ... -10.15 eV
Kohn-Sham gap ... 9.26 eV
Charge ... 0
LUMO energy ... -0.03302 Eh

XYZ file:
```
75
Properties=species:S:1:pos:R:3:forces:R:3:lowdin_charge:R:1
C 3.530983 1.801253 -5.852413 2.062 0.154 0.549 -0.10
C 2.122715 1.762067 -5.511071 -1.150 0.194 1.976 -0.35
O 1.556818 1.100626 -6.575580 -2.233 -2.039 1.348 0.18
C 2.304107 1.256912 -7.618421 0.685 0.578 -5.512 -0.54
O 2.000988 1.036838 -8.794615 0.868 0.314 3.586 0.14
O 3.462912 1.840726 -7.229416 0.612 -0.336 -2.338 0.09
F 1.544658 2.972985 -5.547507 -0.347 1.833 0.348 0.09
H 4.017681 0.882463 -5.525202 0.130 -0.099 0.124 0.15
H 4.119782 2.657071 -5.522236 -0.369 -0.007 0.284 0.16
H 1.906576 1.359444 -4.521482 -0.250 -0.581 -0.332 0.18
C 7.822015 -1.805121 0.096280 -0.571 1.242 -0.215 -0.03
C 7.277684 -1.136816 1.334091 3.663 -2.119 3.238 -0.38
O 6.421532 -0.140563 1.018005 -0.071 0.823 2.380 0.24
C 5.996728 -0.480176 -0.112123 -6.343 1.720 -7.282 -0.57
O 5.041113 0.079923 -0.722124 3.570 -2.068 2.243 0.09
O 6.654803 -1.525518 -0.630168 -1.413 -0.714 -2.389 0.08
F 8.254238 -0.510196 1.974210 2.198 0.918 1.468 0.09
H 8.076186 -2.864768 0.121611 -0.432 0.145 0.271 0.15
H 8.619120 -1.240529 -0.387407 0.369 0.000 0.391 0.15
H 6.934052 -1.879393 2.054230 -1.021 0.058 -0.125 0.18
C 1.028402 -5.972241 2.301358 -1.305 -1.333 -0.463 -0.07
C 1.895921 -4.832126 2.629621 0.784 -0.118 -1.602 -0.34
O 3.058148 -5.099236 1.807789 0.054 0.362 -0.196 0.11
C 2.745884 -5.985551 0.797512 1.720 -0.609 -1.866 -0.46
O 3.490818 -6.299662 -0.151034 -3.005 1.252 3.839 0.12
O 1.493761 -6.449664 1.047960 0.351 0.077 -1.413 0.07
F 2.184161 -4.862091 3.910117 1.055 0.149 1.886 0.11
H -0.011451 -5.645412 2.299442 -0.070 -0.297 -0.580 0.14
H 1.106656 -6.852322 2.939647 0.188 0.494 0.693 0.15
H 1.477603 -3.849563 2.411257 0.219 0.053 -0.331 0.17
C -0.552648 0.275288 -0.168294 2.235 2.505 -0.277 -0.11
C -1.975893 0.256253 -0.445776 -0.787 -0.682 0.460 -0.40
O -2.113186 -0.848806 -1.272695 -1.255 -0.520 -1.120 0.16
C -1.166238 -1.711582 -0.935842 -0.274 -4.310 0.854 -0.49
O -1.322554 -2.945013 -0.971177 1.345 4.240 -0.243 0.12
O -0.113859 -1.017113 -0.400942 0.092 -2.466 0.995 0.09
F -2.311902 1.356442 -1.058133 -1.179 1.978 -1.262 0.13
H -0.388800 0.874227 0.727543 0.525 -1.385 1.064 0.15
H 0.044867 0.872519 -0.857073 -0.670 0.420 -0.647 0.15
H -2.633939 0.087628 0.406646 -0.039 0.227 0.254 0.18
C -5.698611 5.854471 3.345254 -3.595 1.462 1.014 -0.12
C -4.629638 6.565132 2.688542 1.295 0.892 -1.838 -0.39
O -3.504259 5.800700 3.019648 -0.103 0.464 -0.869 0.18
C -3.976854 4.569808 3.189492 1.344 -0.784 1.087 -0.60
O -3.263798 3.653283 3.342582 0.658 -1.805 -0.142 0.20
O -5.301704 4.549228 3.300799 -0.426 -1.614 -0.085 0.12
F -4.415666 7.768272 3.149034 0.058 2.509 1.251 0.12
H -6.691776 6.016767 2.926459 0.135 -0.360 -0.643 0.15
H -5.866669 6.244890 4.348965 0.636 -0.215 0.506 0.15
H -4.726890 6.706858 1.612177 0.013 -0.581 -0.313 0.18
C -4.877230 -3.965838 5.538393 -0.630 0.061 0.450 -1.58
Br -4.238281 -5.806524 5.703615 -0.135 0.850 -0.034 0.55
Br -3.817330 -2.852404 4.384681 0.230 -0.119 0.317 0.56
Br -5.241290 -3.136200 7.328661 0.387 -0.560 -1.216 0.51
H -5.833578 -3.993777 5.016177 0.155 -0.227 0.467 -0.04
C 0.481576 7.285894 -3.987594 -0.323 -0.424 1.060 -1.52
Br 0.121091 5.864293 -2.584723 0.061 0.812 -1.222 0.46
Br 2.293968 7.855645 -3.730291 -0.119 0.441 0.038 0.56
Br -0.917256 8.679426 -3.811335 1.046 -0.765 -0.276 0.53
H 0.506565 6.867898 -4.993948 -0.665 -0.095 0.400 -0.02
C -1.732782 -7.835376 -3.736827 0.471 0.933 0.198 -1.57
Br -0.340011 -9.091792 -3.245940 -0.391 0.105 -0.419 0.56
Br -3.468256 -8.619240 -4.062974 0.582 0.112 -0.275 0.57
Br -1.080845 -6.519100 -5.138025 -0.682 -1.207 0.972 0.49
H -1.862751 -7.248607 -2.827476 0.027 0.078 -0.470 -0.04
C -7.919424 1.185033 -0.104698 0.752 0.061 -0.478 -1.48
Br -6.904582 0.702708 -1.840697 -1.132 0.019 1.640 0.47
Br -7.202093 0.256393 1.522795 -0.521 0.731 -1.486 0.50
Br -9.860322 1.146607 -0.182623 0.805 -0.374 -0.179 0.56
H -7.684612 2.249223 -0.082970 0.135 -0.440 0.519 -0.05
C 2.873151 2.515338 4.508327 0.431 0.806 -0.404 -1.56
Br 4.032342 2.749424 6.092080 -0.877 0.120 -0.693 0.54
Br 1.896398 4.179470 3.866067 0.950 -1.288 0.743 0.49
Br 1.671240 1.052633 4.650927 -0.213 -0.081 0.260 0.57
H 3.579734 2.230260 3.728860 -0.300 0.428 0.063 -0.04
```
Forces are in eV/Å.

***

No. 2
Entry from OMol25: a molecular structure, C20H20BrIN2OPdS (the ωB97M-V functional and the def2-TZVPD basis).

Computed properties:
Highest occupied orbital energy ... -14.45 eV
Kohn-Sham gap ... 7.00 eV
Charge ... +2
LUMO energy ... -0.27372 Eh

XYZ file:
```
47
Properties=species:S:1:pos:R:3:forces:R:3:lowdin_charge:R:1
Pd 0.412138 0.708919 0.166872 0.225 0.618 -0.083 0.51
C -1.484097 1.625189 3.803674 -0.038 -0.020 0.002 0.00
C -2.638852 2.268319 3.389291 -0.054 0.024 0.026 0.01
C -2.932870 2.339317 2.037128 -0.041 -0.019 0.114 0.04
C -2.063562 1.779437 1.120089 -0.091 -0.016 -0.053 -0.17
N -0.921701 1.193677 1.538939 0.237 0.288 0.073 -0.06
C -0.640966 1.104780 2.844396 -0.056 -0.130 -0.015 -0.12
C -2.310441 1.721092 -0.332524 -0.011 -0.006 0.156 -0.19
C -3.463458 2.164710 -0.952842 -0.066 0.042 -0.008 0.03
C -3.593618 1.996642 -2.323217 -0.007 -0.002 -0.024 0.00
C -2.575815 1.379604 -3.032198 -0.048 0.015 0.006 -0.01
C -1.450028 0.965472 -2.344213 -0.036 0.069 0.067 -0.09
N -1.325300 1.139410 -1.028043 0.415 -0.216 -0.394 0.01
H -1.231425 1.531378 4.849824 0.014 -0.007 -0.009 0.13
H -3.315198 2.702388 4.113589 0.016 0.007 -0.006 0.13
H -3.836568 2.828724 1.705885 -0.003 -0.030 -0.025 0.13
H 0.271514 0.589062 3.109894 0.001 -0.023 -0.015 0.10
H -4.254883 2.631512 -0.385036 0.006 0.000 -0.005 0.12
H -4.485489 2.341337 -2.828929 0.005 -0.007 0.002 0.13
H -2.645347 1.222374 -4.098889 0.003 0.003 0.002 0.13
H -0.625510 0.488079 -2.855638 0.017 0.004 -0.003 0.10
O -0.120081 -1.485004 0.550043 -0.090 -0.626 -0.073 -0.66
S -0.175958 -2.617718 -0.483637 0.064 0.413 0.226 0.94
C -1.881459 -3.231485 -0.477830 -0.083 -0.068 0.045 -0.31
C -1.935340 -4.421168 0.477140 0.020 0.012 -0.050 -0.22
C -0.609357 -5.153646 0.289079 -0.015 0.020 0.100 -0.22
C 0.469212 -4.077678 0.372057 0.043 -0.157 -0.077 -0.30
H -2.114935 -3.519089 -1.504287 0.010 -0.010 0.008 0.10
H -2.501760 -2.382526 -0.191517 -0.010 -0.003 -0.046 0.09
H -2.790525 -5.058628 0.259793 -0.019 0.016 0.007 0.12
H -2.029343 -4.070463 1.506129 0.002 -0.006 0.005 0.12
H -0.580753 -5.654094 -0.680467 0.000 0.007 -0.005 0.12
H -0.448646 -5.911827 1.054154 0.022 -0.012 -0.015 0.13
H 1.421419 -4.355665 -0.075096 0.007 -0.007 0.030 0.10
H 0.628962 -3.729667 1.394119 0.000 0.007 -0.008 0.10
Br 2.128486 0.199010 -1.623274 -0.407 -0.097 0.186 0.90
C 3.738121 1.131014 -1.190382 0.086 0.068 -0.056 -0.65
C 4.738608 1.061244 -2.142417 0.053 0.014 -0.003 -0.10
C 5.936642 1.717557 -1.899914 -0.011 -0.031 -0.032 -0.03
C 6.120753 2.428487 -0.724605 -0.028 0.030 0.067 -0.03
C 5.112317 2.485228 0.227808 0.096 -0.030 -0.104 -0.13
C 3.914555 1.828995 -0.013088 0.064 0.013 0.006 -0.70
I 2.460888 1.945018 1.465419 -0.287 -0.168 -0.007 1.22
H 4.589452 0.503287 -3.057114 0.005 0.022 -0.004 0.12
H 6.725018 1.668156 -2.638303 -0.006 0.010 0.007 0.13
H 7.052074 2.945938 -0.540048 0.000 -0.017 0.000 0.13
H 5.263126 3.033303 1.148186 -0.003 0.008 -0.012 0.11
```
Forces are in eV/Å.

***

No. 3
Entry from OMol25: a molecular structure, C20H20BrN4O2Sc at a distorted geometry (the ωB97M-V functional and the def2-TZVPD basis).

Computed properties:
Highest occupied orbital energy ... -13.73 eV
Kohn-Sham gap ... 6.69 eV
Charge ... +2
LUMO energy ... -0.25893 Eh

XYZ file:
```
48
Properties=species:S:1:pos:R:3:forces:R:3:lowdin_charge:R:1
Sc 1.314400 0.751000 0.603700 -1.060 -0.715 0.146 1.05
O 4.734900 4.865700 -1.035900 0.605 0.065 -0.006 0.11
C 3.404000 4.709500 -1.043300 -0.882 -0.350 0.047 -0.26
C 2.660900 5.784900 -1.548100 0.254 -0.128 0.071 0.03
C 1.288800 5.728000 -1.619200 0.131 -0.222 0.032 -0.04
C 0.610000 4.582900 -1.206900 -0.370 -0.254 0.022 -0.06
C 1.335900 3.518800 -0.717100 0.029 -0.360 0.271 -0.06
C 2.728300 3.559400 -0.609800 0.206 -0.189 0.451 -0.10
C 3.438600 2.328800 -0.049000 1.197 0.983 -1.312 -0.35
O 2.758100 1.762000 0.997500 0.033 0.068 0.388 -0.18
N 3.574800 1.301200 -1.113300 0.900 0.113 0.121 0.03
N 2.532200 0.444500 -1.207300 -0.158 -0.637 -0.517 -0.11
C 2.449400 -0.387400 -2.202000 0.433 0.636 0.500 -0.14
C 1.481500 -1.416200 -2.279200 -0.882 -0.477 0.136 -0.48
Br 0.072100 -1.239900 -0.874700 0.513 -0.118 -0.638 0.87
C 1.355300 -2.461200 -3.134500 -0.252 0.500 0.712 -0.04
C 2.247800 -2.931500 -4.158300 0.389 -0.287 -0.663 -0.21
C 1.705900 -3.818300 -5.111600 0.001 0.261 0.301 -0.01
C 2.482600 -4.337600 -6.124900 0.133 -0.031 -0.074 -0.04
C 3.826700 -4.000500 -6.211200 -0.170 0.013 0.146 -0.03
C 4.385700 -3.143100 -5.271300 0.088 0.075 -0.074 -0.05
C 3.615500 -2.615600 -4.257600 -0.303 -0.087 0.167 -0.03
H 5.224700 4.153800 -0.609500 -0.144 0.074 0.007 0.11
H 3.209100 6.655300 -1.876100 0.003 0.095 -0.005 0.14
H 0.734500 6.569200 -2.004500 -0.048 0.062 -0.023 0.12
H -0.465500 4.545500 -1.279300 -0.087 -0.060 0.027 0.12
H 0.787400 2.582700 -0.372300 0.125 1.149 -0.496 0.08
H 4.469000 2.556200 0.282300 -0.367 -0.032 -0.191 0.16
H 4.050800 1.562400 -1.977400 -0.252 0.022 0.265 0.17
H 3.168700 -0.343600 -3.016000 -0.015 0.086 0.041 0.14
H 0.450200 -3.048100 -3.030200 -0.060 -0.021 0.013 0.12
H 0.662000 -4.087600 -5.048600 -0.114 -0.041 0.022 0.12
H 2.049400 -5.020200 -6.839300 -0.052 -0.034 -0.058 0.12
H 4.442900 -4.429600 -6.985000 0.061 -0.005 -0.108 0.12
H 5.434500 -2.894300 -5.328700 0.083 -0.025 0.030 0.12
H 4.095900 -2.026600 -3.493500 0.111 0.056 0.060 0.10
C -0.108700 0.638000 6.035500 0.010 0.189 1.028 0.02
N -0.028900 0.245000 4.653900 0.245 0.299 -0.812 -0.10
C -0.480600 -0.932300 4.141600 -0.144 -0.511 -0.800 -0.01
C -0.232800 -0.900400 2.802100 -0.266 -0.330 0.359 -0.11
N 0.386000 0.295500 2.485100 -0.085 -0.102 0.505 -0.09
C 0.488100 0.952100 3.649900 0.118 0.280 -0.099 -0.10
H -1.121800 0.492100 6.412100 0.058 0.049 -0.147 0.11
H 0.160500 1.687000 6.141400 -0.008 -0.066 -0.058 0.11
H 0.569300 0.032000 6.638600 -0.006 0.062 -0.098 0.11
H -0.939500 -1.695300 4.739500 -0.073 -0.036 0.146 0.15
H -0.480400 -1.645900 2.063400 0.074 0.019 0.069 0.09
H 0.924600 1.932600 3.763300 -0.005 -0.039 0.097 0.16
```
Forces are in eV/Å.

***

No. 4
Entry from OMol25: C20H20Cl2N2O3 in the gas phase (the ωB97M-V functional and the def2-TZVPD basis).

Computed properties:
Highest occupied orbital energy ... -9.06 eV
Kohn-Sham gap ... 9.61 eV
Charge ... 0
LUMO energy ... 0.02048 Eh

XYZ file:
```
47
Properties=species:S:1:pos:R:3:forces:R:3:lowdin_charge:R:1
C -6.352662 -3.402963 -1.330801 -0.028 -0.011 0.046 -0.05
C -5.618466 -2.186008 -0.860052 0.078 0.054 -0.014 -0.28
C -4.260425 -2.233245 -0.569369 -0.109 -0.048 -0.036 -0.03
C -3.590218 -1.117267 -0.104800 -0.004 0.185 0.089 -0.01
C -4.271523 0.085031 0.064276 -0.347 -0.210 -0.286 -0.15
C -5.626107 0.146917 -0.261997 0.123 0.068 0.078 -0.01
C -6.291425 -0.977808 -0.702656 0.043 -0.025 -0.005 -0.04
H -7.344714 -0.921832 -0.937931 -0.111 0.008 -0.021 0.11
H -6.145400 1.087489 -0.151888 -0.037 0.086 -0.009 0.12
C -3.599111 1.317012 0.532500 0.183 -0.145 0.182 -0.35
O -3.862256 2.406623 0.072236 -0.011 0.019 0.050 0.10
C -2.600893 1.164406 1.669477 0.307 0.325 -0.131 -0.10
H -3.133372 1.417426 2.590242 -0.028 -0.039 -0.008 0.14
H -2.247335 0.138659 1.747417 -0.068 0.045 0.051 0.11
C -1.430133 2.123912 1.469380 -0.258 -0.278 0.033 -0.09
C -0.568490 1.642223 0.321134 0.113 0.419 0.175 -0.45
O -0.653673 0.502833 -0.125720 -0.354 -0.311 -0.116 0.01
N 0.312617 2.522735 -0.192265 0.104 -0.139 -0.242 -0.08
C 0.580812 3.828359 0.363614 -0.103 0.321 0.188 -0.03
H 0.543340 3.802596 1.451342 0.024 0.052 -0.032 0.09
H -0.138111 4.568233 -0.000231 0.051 0.037 0.035 0.10
H 1.582940 4.133185 0.067257 -0.019 -0.015 0.053 0.10
C 1.075408 2.135322 -1.368772 0.108 -0.194 -0.151 -0.04
H 1.335803 3.027951 -1.938004 0.040 -0.113 0.079 0.14
C 2.357358 1.410071 -0.940101 -0.401 0.387 -0.139 -0.48
O 3.444936 1.935527 -0.935474 0.175 0.187 0.066 0.05
N 2.091231 0.145733 -0.517994 -0.249 -0.565 0.065 0.10
C 3.036783 -0.716689 0.044919 0.266 0.035 0.090 -0.27
C 4.215970 -1.062873 -0.619980 -0.100 -0.044 0.228 -0.58
C 5.146358 -1.903239 -0.027202 -0.051 0.062 -0.035 -0.10
C 4.900413 -2.433524 1.225525 -0.063 0.035 -0.022 -0.08
C 3.724734 -2.134685 1.892950 -0.042 0.028 -0.035 -0.11
C 2.811522 -1.279356 1.304434 0.239 -0.015 -0.181 -0.58
Cl 1.351711 -0.881364 2.139388 -0.131 -0.004 0.194 0.74
H 3.518378 -2.550092 2.866300 -0.044 -0.015 0.084 0.10
H 5.623593 -3.089771 1.682976 0.073 -0.069 0.038 0.11
H 6.050965 -2.145617 -0.561029 0.077 -0.006 -0.070 0.10
Cl 4.501006 -0.483711 -2.213362 0.120 -0.148 -0.221 0.76
H 1.103502 -0.079660 -0.368560 0.195 0.115 -0.129 0.09
H 0.459378 1.470303 -1.979830 0.069 0.124 0.036 0.14
H -0.818462 2.172967 2.373828 0.028 0.073 -0.028 0.13
H -1.817876 3.119294 1.247056 0.086 0.007 0.095 0.12
H -2.526559 -1.165070 0.070844 0.112 0.013 0.089 0.10
H -3.718562 -3.157582 -0.710681 0.047 -0.086 -0.034 0.11
H -5.660631 -4.184281 -1.634434 -0.003 -0.076 -0.036 0.07
H -6.979612 -3.793020 -0.528521 -0.050 -0.082 -0.002 0.09
H -7.001491 -3.159477 -2.169979 -0.047 -0.047 -0.060 0.08
```
Forces are in eV/Å.